Below is a structure of composition C34H35BrF4MnN5O3PS2 at a distorted geometry, with properties calculated with ωB97M-V/def2-TZVPD.

Properties
Net charge: +1
Frontier orbital gap (alpha / beta) (eV): 6.3 / 7.0
Energy above the lowest of the compared OMol25 structures with the same formula, charge and spin (kJ/mol): 173.5
Largest force on an atom (eV Å⁻¹): 2.20
E_LUMO (alpha / beta) (eV): -3.6 / -2.8
Spin multiplicity: 5
DFT total energy (eV): -192606.9293
HOMO energy (alpha / beta) (eV): -9.86 / -9.86

Positions of all 86 atoms, in Å:
Mn (0.1428, 0.5081, -0.8578)
F (5.7082, -4.3340, 1.9510)
C (4.6587, -3.7866, 1.3527)
C (4.1498, -4.3304, 0.1764)
F (4.6885, -5.4299, -0.3433)
C (3.0645, -3.7270, -0.4514)
F (2.6004, -4.3138, -1.5576)
C (2.4504, -2.5796, 0.0501)
P (1.0302, -1.7594, -0.8350)
C (1.4514, -2.1371, -2.5661)
C (0.5022, -2.6184, -3.4604)
C (0.8458, -2.8126, -4.7869)
C (2.1196, -2.5001, -5.2322)
C (3.0590, -1.9904, -4.3482)
C (2.7278, -1.8023, -3.0179)
C (-0.2412, -2.9481, -0.2641)
C (-0.4106, -4.2502, -0.7269)
C (-1.3793, -5.0548, -0.1512)
C (-2.1556, -4.5866, 0.8973)
C (-1.9883, -3.2878, 1.3562)
C (-1.0416, -2.4681, 0.7720)
C (2.9359, -2.0981, 1.2654)
Br (2.0711, -0.6891, 2.1369)
C (4.0325, -2.6710, 1.9014)
F (4.4822, -2.1595, 3.0448)
H (-0.5023, -2.8282, -3.1195)
H (0.1157, -3.2079, -5.4783)
H (2.3837, -2.6506, -6.2689)
H (4.0487, -1.7349, -4.6961)
H (3.4479, -1.3744, -2.3291)
H (0.1980, -4.6335, -1.5319)
H (-1.5229, -6.0593, -0.5216)
H (-2.8924, -5.2307, 1.3524)
H (-2.5945, -2.9221, 2.1710)
H (-0.9067, -1.4407, 1.1013)
C (-4.2388, -1.3837, -2.5485)
C (-3.3319, -1.6842, -1.3574)
N (-3.6813, -0.9031, -0.1851)
C (-3.3441, 0.3803, -0.0702)
S (-2.4424, 1.1590, -1.2911)
N (-3.7636, 1.1335, 0.9526)
C (-4.4101, 0.7054, 2.1797)
C (-3.3903, 0.1856, 3.1913)
H (-3.9085, -1.9582, -3.4091)
H (-4.1856, -0.3253, -2.7963)
H (-5.2725, -1.6406, -2.3255)
H (-2.2893, -1.4351, -1.6144)
H (-3.3903, -2.7379, -1.0800)
H (-4.3655, -1.2924, 0.4486)
H (-3.3814, 2.0674, 0.9524)
H (-5.1648, -0.0551, 1.9587)
H (-4.9300, 1.5754, 2.5878)
H (-2.8265, -0.6451, 2.7731)
H (-3.8946, -0.1477, 4.0942)
H (-2.6852, 0.9727, 3.4509)
C (0.4955, 1.1060, -3.7432)
O (0.4064, 0.3735, -2.5803)
H (-0.4173, 0.9714, -4.3438)
H (1.3599, 0.7654, -4.3308)
H (0.6201, 2.1756, -3.5047)
S (2.7962, 2.8729, 1.1234)
C (2.6675, 3.4014, 2.7012)
N (3.0723, 4.6732, 2.9956)
C (3.0875, 5.1824, 4.2452)
C (2.6734, 4.4280, 5.2980)
C (2.1995, 3.1206, 5.0533)
C (2.1807, 2.6256, 3.7825)
H (3.4105, 5.2242, 2.2140)
H (3.4409, 6.1964, 4.3591)
H (2.7055, 4.8190, 6.2991)
H (1.8570, 2.5177, 5.8804)
H (1.8200, 1.6341, 3.5616)
C (-0.6273, 6.0158, -1.1297)
N (-0.4421, 4.7688, -0.4242)
C (-0.9046, 4.5624, 0.8156)
C (-0.8216, 3.3466, 1.4235)
C (-0.2591, 2.2916, 0.6565)
O (-0.2521, 1.0533, 0.9766)
N (0.2596, 2.5322, -0.5640)
C (0.2098, 3.7451, -1.1596)
O (0.6468, 3.9930, -2.2590)
H (-0.9986, 6.7803, -0.4529)
H (-1.3358, 5.8700, -1.9469)
H (0.3204, 6.3229, -1.5697)
H (-1.3716, 5.4064, 1.3061)
H (-1.1824, 3.1624, 2.4208)

Below is a structure of composition C5H11ISi at a distorted geometry, with properties calculated with ωB97M-V/def2-TZVPD.

Properties
Frontier orbital gap (eV): 8.5
Energy above the lowest of the compared OMol25 structures with the same formula, charge and spin (kJ/mol): 328.8
Largest force on an atom (eV Å⁻¹): 4.99
E_LUMO (eV): 0.5
Spin multiplicity: 1
DFT total energy (eV): -21337.9022
HOMO energy (eV): -8.01

Positions of all 18 atoms, in Å:
C (-0.7570, 0.1671, -0.9671)
C (2.1445, 1.4507, -1.9986)
C (0.5187, -1.3018, 1.4564)
C (0.9324, 0.3191, -1.8981)
C (-2.2954, 0.3629, 1.7899)
Si (-0.8393, -0.2125, 0.7084)
I (3.4127, 1.4700, -0.2436)
H (-1.3389, 0.8438, -1.4921)
H (2.7600, 1.3304, -2.8900)
H (0.1370, -2.3406, 1.2508)
H (1.3517, -0.9024, 0.9824)
H (0.5843, -1.1774, 2.5855)
H (1.6759, 2.4666, -2.0774)
H (1.4291, -0.5699, -1.5892)
H (0.4714, 0.1599, -2.9287)
H (-2.6411, 1.2863, 1.3735)
H (-3.0644, -0.3920, 1.9166)
H (-1.7195, 0.4472, 2.6778)

Below is a cluster of 2 separate species, C3H5F2P in total at a distorted geometry, with properties calculated with ωB97M-V/def2-TZVPD.

Properties
Frontier orbital gap (eV): 10.1
Energy above the lowest of the compared OMol25 structures with the same formula, charge and spin (kJ/mol): 257.6
Largest force on an atom (eV Å⁻¹): 2.84
E_LUMO (eV): 0.0
Spin multiplicity: 1
DFT total energy (eV): -17913.4312
HOMO energy (eV): -10.11

Positions of all 11 atoms, in Å:
C (-1.1668, 0.4323, -0.1558)
C (1.2959, 0.3008, 0.0004)
C (0.0393, -0.0947, -0.8387)
F (-1.0642, -1.1884, 2.0406)
F (0.0514, 0.3023, -2.1465)
P (-2.3193, 1.3058, 0.4257)
H (1.4293, 1.3344, -0.0816)
H (1.3736, -0.1156, 1.0532)
H (2.1271, 0.0309, -0.5629)
H (-0.1546, -1.1932, -1.0701)
H (-1.6117, -1.1147, 1.3357)

Below is the molecule CH3N3Si at a distorted geometry, with properties calculated with ωB97M-V/def2-TZVPD.

Properties
Frontier orbital gap (eV): 8.3
Energy above the lowest of the compared OMol25 structures with the same formula, charge and spin (kJ/mol): 120.0
Largest force on an atom (eV Å⁻¹): 3.59
E_LUMO (eV): -1.0
Spin multiplicity: 1
DFT total energy (eV): -13429.0884
HOMO energy (eV): -9.30

Positions of all 8 atoms, in Å:
C (0.8146, 1.0491, -0.2213)
N (2.1648, 1.0636, 0.0945)
N (2.7975, -0.0563, 0.2188)
N (2.0491, -1.1758, 0.0329)
Si (0.4875, -0.8262, -0.3255)
H (0.3457, 1.7348, -0.8925)
H (0.0525, 1.4671, 0.4928)
H (-0.4323, -2.0197, -0.0417)

Below is a structure of composition C4H31AgO16 at a distorted geometry, with properties calculated with ωB97M-V/def2-TZVPD.

Properties
Net charge: -1
Frontier orbital gap (alpha / beta) (eV): 5.4 / 6.2
Largest force on an atom (eV Å⁻¹): 18.55
E_LUMO (alpha / beta) (eV): 2.2 / 2.1
Spin multiplicity: 2
DFT total energy (eV): -41397.8482
HOMO energy (alpha / beta) (eV): -3.20 / -4.11

Positions of all 52 atoms, in Å:
Ag (-0.6547, -1.0860, -0.6543)
C (0.8586, -2.2402, -3.4629)
C (-0.5818, -1.7462, -3.5658)
C (-1.5754, -2.8848, -3.3005)
O (-0.7771, -1.0817, -2.3078)
H (1.2255, -2.7623, -4.3000)
H (1.0740, -2.7601, -2.5378)
H (1.5124, -1.3932, -3.3003)
H (-0.7571, -1.0222, -4.2779)
H (-1.7394, -3.4872, -4.1875)
H (-2.6277, -2.7079, -2.9527)
H (-1.2628, -3.7048, -2.5690)
C (0.3593, 0.1589, 0.6415)
O (0.9634, -0.6901, -0.2677)
O (0.8587, 1.3614, 0.7816)
O (-0.8467, -0.0984, 0.6449)
O (3.6517, 0.7160, 0.4429)
H (3.9687, 1.2326, 1.1678)
H (2.6434, 0.7507, 0.4442)
O (1.0960, 2.3505, 3.2027)
H (1.1056, 1.8805, 2.3655)
H (1.9585, 2.5722, 3.4754)
O (-1.5876, 0.7467, 3.6569)
H (-1.6938, 1.3767, 2.9750)
H (-1.6017, 1.2869, 4.4295)
O (-1.0642, -2.5506, 2.4467)
H (-1.8217, -1.9475, 2.3826)
H (-0.2945, -2.0107, 2.7547)
O (-0.6349, -2.7356, -0.1285)
H (-0.6145, -2.7831, 0.8643)
H (-1.1068, -3.5406, -0.3606)
O (-2.2009, 2.0352, 1.1792)
H (-1.5588, 2.5958, 1.6341)
H (-1.6611, 1.2860, 0.9990)
O (-2.9181, -1.0413, -0.5549)
H (-3.3592, -1.9002, -0.6038)
H (-2.9923, -0.7376, 0.3172)
O (2.4333, -2.2110, 1.3791)
H (1.6623, -2.6777, 1.4525)
H (2.2291, -1.6787, 0.6222)
O (0.1064, 3.1219, -1.0226)
H (0.2286, 2.4020, -0.4150)
H (-0.7148, 2.7428, -1.3656)
O (1.6540, 0.9422, -2.2193)
H (1.3240, 0.3397, -1.5328)
H (0.9199, 1.2019, -2.7806)
O (2.1377, 3.7960, 0.8557)
H (2.6681, 3.5850, 0.0777)
H (1.6369, 2.9613, 0.8509)
O (-0.8730, 3.9500, 2.3745)
H (-0.7383, 4.5205, 1.6413)
H (-0.0172, 3.5665, 2.6082)

Below is a structure of composition C14H13IN2O5Tl, with properties calculated with ωB97M-V/def2-TZVPD.

Properties
Net charge: +1
Frontier orbital gap (eV): 8.6
Energy above the lowest of the compared OMol25 structures with the same formula, charge and spin (kJ/mol): 0.0
Largest force on an atom (eV Å⁻¹): 0.65
E_LUMO (eV): -4.2
Spin multiplicity: 1
DFT total energy (eV): -40734.1821
HOMO energy (eV): -12.78

Positions of all 36 atoms, in Å:
Tl (0.3345, 0.1459, 0.2317)
O (-2.0502, -2.5861, 2.3433)
C (-1.2566, -1.7757, 1.9454)
O (-1.3650, -1.1285, 0.7941)
C (-0.0488, -1.4209, 2.8071)
C (0.2355, -1.9131, 4.0648)
C (1.3937, -1.4574, 4.6940)
C (2.2397, -0.5388, 4.0739)
C (1.8882, -0.0912, 2.8170)
N (0.7764, -0.5429, 2.2502)
C (2.6630, 0.9019, 1.9557)
O (3.7319, 1.2915, 2.3419)
O (2.0810, 1.2752, 0.8317)
H (-0.4286, -2.6273, 4.5293)
H (1.6403, -1.8229, 5.6813)
H (3.1433, -0.1784, 4.5437)
I (-1.4693, -2.4717, -4.9195)
C (-0.1957, -1.1404, -3.9738)
C (0.7066, -0.3573, -4.6864)
C (1.5387, 0.5191, -4.0069)
C (1.4512, 0.6010, -2.6327)
N (0.5757, -0.1589, -1.9580)
C (-0.2341, -1.0153, -2.5963)
H (0.7595, -0.4339, -5.7639)
H (2.2532, 1.1334, -4.5353)
H (2.0816, 1.2570, -2.0453)
H (-0.9131, -1.5955, -1.9826)
C (-3.0723, 1.2696, -1.0843)
C (-1.9669, 2.2864, -0.9380)
O (-1.1013, 1.9917, 0.1967)
H (-3.6178, 1.4621, -2.0079)
H (-3.7826, 1.3324, -0.2593)
H (-2.6858, 0.2493, -1.1106)
H (-2.3535, 3.2949, -0.7924)
H (-1.3007, 2.3062, -1.8000)
H (-1.6517, 1.9388, 0.9910)

> Which of these has the lowest DFT total energy?

C34H35BrF4MnN5O3PS2